A.
12
Properties=species:S:1:pos:R:3 method="wB97M-V/def2-TZVPD" smiles="[H]/N=C/N=C=NCO" mol_weight_g_mol=99.09 orbital_gap_ha=0.3730 total_charge=0 multiplicity=1
H 3.834 0.166 -0.616
N 2.818 0.104 -0.586
C 2.438 -0.295 0.559
N 1.094 -0.465 0.853
C 0.148 -0.241 0.101
N -0.808 -0.061 -0.609
C -2.229 -0.131 -0.341
O -2.682 0.960 0.400
H 3.086 -0.544 1.404
H -2.739 -0.230 -1.304
H -2.421 -1.019 0.267
H -2.540 1.757 -0.129

---

B.
12
Properties=species:S:1:pos:R:3 method="wB97M-V/def2-TZVPD" smiles="N#CCO.N=C=N" mol_weight_g_mol=99.09 orbital_gap_ha=0.4112 total_charge=0 multiplicity=1
N 0.063 -1.492 0.874
C 0.161 -0.943 -0.139
C 0.257 -0.433 -1.520
O 0.656 -1.484 -2.365
H -0.711 0.005 -1.801
H 1.007 0.359 -1.585
H 0.110 -2.252 -2.151
N 0.308 0.755 2.706
C -0.147 1.319 1.726
N -0.464 1.913 0.693
H 0.061 -0.227 2.810
H -1.301 2.481 0.752

---

Stability, descending: B, A

---

A.
12
Properties=species:S:1:pos:R:3 method="wB97M-V/def2-TZVPD" mol_weight_g_mol=99.09 orbital_gap_ha=0.3007 total_charge=0 multiplicity=1
C 1.895 -0.036 0.081
C 0.412 -0.204 0.061
N -0.196 -1.288 0.629
N -1.475 -1.235 0.442
C -1.860 0.036 -0.230
O -2.796 0.311 -0.980
N -0.481 0.639 -0.388
H 2.262 0.362 -0.870
H 2.360 -1.006 0.274
H 2.200 0.652 0.878
H -2.012 0.241 0.947
H -0.309 1.527 -0.844

---

B.
12
Properties=species:S:1:pos:R:3 method="wB97M-V/def2-TZVPD" smiles=Nc1c[nH]c(O)n1 mol_weight_g_mol=99.09 orbital_gap_ha=0.3302 total_charge=0 multiplicity=1
N 2.179 0.756 -0.200
C 0.916 -0.198 -0.171
C 0.250 -1.482 -0.074
N -1.132 -1.159 0.104
C -1.193 0.177 0.134
O -2.281 0.951 0.195
N -0.046 0.732 0.021
H 2.678 1.473 -0.771
H 2.020 1.245 0.654
H 0.426 -2.569 -0.054
H -1.962 -1.749 0.099
H -1.856 1.823 0.064

---

Stability, descending: B, A

---

A.
12
Properties=species:S:1:pos:R:3 method="wB97M-V/def2-TZVPD" smiles="NC1=NC(=O)NC1" mol_weight_g_mol=99.09 orbital_gap_ha=0.3743 total_charge=0 multiplicity=1
N -0.233 -1.996 -0.276
C 0.121 -0.701 -0.203
N 1.245 -0.222 -0.617
C 1.177 1.171 -0.364
O 2.104 1.941 -0.308
N -0.169 1.519 -0.143
C -0.783 0.341 0.426
H -1.115 -2.324 0.080
H 0.428 -2.663 -0.643
H -0.302 2.409 0.315
H -1.850 0.221 0.217
H -0.624 0.304 1.515

---

B.
12
Properties=species:S:1:pos:R:3 method="wB97M-V/def2-TZVPD" smiles=Nc1c[nH]c(O)n1 mol_weight_g_mol=99.09 orbital_gap_ha=0.3079 total_charge=0 multiplicity=1
N -0.369 -1.286 -1.775
C -0.057 -0.367 -0.780
C -0.832 0.658 -0.295
N -0.015 1.311 0.615
C 1.064 0.514 0.768
O 1.448 0.358 2.070
N 1.138 -0.446 -0.118
H -1.350 -1.527 -1.777
H 0.229 -2.102 -1.731
H -1.855 0.940 -0.467
H -0.253 1.996 1.315
H 0.624 -0.092 2.342

---

Stability, descending: A, B

---

A.
12
Properties=species:S:1:pos:R:3 method="wB97M-V/def2-TZVPD" smiles="[H]/N=C1/NN=C[C@@H]1O" mol_weight_g_mol=99.09 orbital_gap_ha=0.3445 total_charge=0 multiplicity=1
H -1.870 1.810 -0.003
N -0.837 1.964 -0.070
C -0.092 0.951 -0.009
N 1.298 0.991 -0.121
N 1.836 -0.248 -0.205
C 0.923 -1.102 -0.038
C -0.413 -0.544 0.310
O -1.522 -0.881 -0.421
H 1.850 1.735 -0.546
H 1.162 -2.213 0.062
H -0.610 -0.538 1.351
H -1.726 -1.926 -0.310

---

B.
12
Properties=species:S:1:pos:R:3 method="wB97M-V/def2-TZVPD" smiles="Cc1n[nH]c(=O)[nH]1" mol_weight_g_mol=99.09 orbital_gap_ha=0.3444 total_charge=0 multiplicity=1
C -1.931 0.034 0.198
C -0.463 -0.133 -0.082
N 0.123 -0.863 -1.037
N 1.445 -0.651 -0.966
C 1.753 0.197 0.128
O 2.850 0.491 0.564
N 0.530 0.522 0.631
H -2.567 -0.433 -0.616
H -2.135 1.180 0.233
H -2.236 -0.452 1.036
H 2.200 -1.141 -1.356
H 0.432 1.250 1.267

---

Stability, descending: B, A

---

A.
12
Properties=species:S:1:pos:R:3 method="wB97M-V/def2-TZVPD" smiles="[H]/N=C1/N[C@H]1C(N)=O" mol_weight_g_mol=99.09 orbital_gap_ha=0.3734 total_charge=0 multiplicity=1
H 0.450 2.880 -1.202
N -0.416 2.371 -1.042
C -0.382 1.264 -0.505
N -1.282 0.030 -0.405
C -0.209 0.249 0.522
C 0.945 -0.725 0.461
N 0.518 -1.988 0.260
O 2.094 -0.348 0.499
H -2.241 0.251 -0.165
H -0.237 0.875 1.447
H -0.433 -2.124 -0.046
H 1.192 -2.733 0.176

---

B.
12
Properties=species:S:1:pos:R:3 method="wB97M-V/def2-TZVPD" smiles=OCc1nc[nH]n1 mol_weight_g_mol=99.09 orbital_gap_ha=0.3974 total_charge=0 multiplicity=1
O -2.356 0.999 -0.400
C -1.651 -0.132 0.030
C -0.157 -0.052 -0.062
N 0.572 -1.030 0.540
C 1.805 -0.704 0.246
N 1.819 0.430 -0.487
N 0.549 0.851 -0.708
H -1.955 1.295 -1.225
H -1.951 -1.045 -0.510
H -1.888 -0.282 1.087
H 2.646 -1.333 0.508
H 2.581 0.960 -0.885

---

Stability, descending: B, A

---

A.
12
Properties=species:S:1:pos:R:3 method="wB97M-V/def2-TZVPD" mol_weight_g_mol=99.09 orbital_gap_ha="0.3064 / 0.2770" total_charge=0 multiplicity=1
C -1.215 -1.337 0.016
C 0.873 0.306 0.055
C -0.750 0.074 -0.113
N 0.821 0.780 1.364
N 1.254 1.755 0.547
N 1.509 -0.370 -0.858
O -1.361 1.054 -0.421
H 0.601 2.555 0.504
H 2.218 0.228 -1.281
H -2.265 -1.412 -0.265
H -0.595 -1.983 -0.606
H -1.090 -1.649 1.056

---

B.
12
Properties=species:S:1:pos:R:3 method="wB97M-V/def2-TZVPD" smiles=Cc1ncnn1O mol_weight_g_mol=99.09 orbital_gap_ha=0.3909 total_charge=0 multiplicity=1
C -1.734 -0.469 -0.047
C -0.242 -0.357 0.108
N 0.569 -1.416 -0.052
C 1.798 -0.828 -0.034
N 1.811 0.476 0.010
N 0.476 0.802 0.213
O 0.048 2.062 -0.169
H -1.894 -1.562 -0.235
H -2.258 -0.197 0.956
H -2.119 0.154 -0.766
H 2.807 -1.302 -0.219
H 0.737 2.636 0.236

---

Stability, descending: B, A

---

A.
12
Properties=species:S:1:pos:R:3 method="wB97M-V/def2-TZVPD" smiles=OCc1nc[nH]n1 mol_weight_g_mol=99.09 orbital_gap_ha=0.3996 total_charge=0 multiplicity=1
O -2.253 1.042 -0.077
C -1.689 -0.239 0.067
C -0.188 -0.191 0.086
N 0.614 -1.080 0.736
C 1.821 -0.643 0.449
N 1.744 0.446 -0.334
N 0.455 0.751 -0.578
H -1.683 1.533 -0.685
H -2.013 -0.912 -0.743
H -2.049 -0.665 1.007
H 2.760 -1.064 0.785
H 2.481 1.021 -0.713

---

B.
12
Properties=species:S:1:pos:R:3 method="wB97M-V/def2-TZVPD" mol_weight_g_mol=99.09 orbital_gap_ha=0.3001 total_charge=0 multiplicity=1
C -0.314 0.165 -0.601
C 0.741 0.297 0.358
N 1.588 -0.622 0.786
N -0.719 -1.144 -0.993
C -0.978 1.525 0.544
O 0.527 1.391 1.046
N -1.913 2.186 0.790
H -0.219 0.893 -1.406
H 1.665 -1.481 0.263
H 2.067 -0.528 1.667
H -0.921 -1.208 -1.981
H -1.524 -1.473 -0.473

---

Stability, descending: A, B

---

A.
12
Properties=species:S:1:pos:R:3 method="wB97M-V/def2-TZVPD" smiles=NOc1ccn[nH]1 mol_weight_g_mol=99.09 orbital_gap_ha=0.3428 total_charge=0 multiplicity=1
N -1.614 1.510 0.022
O -0.848 0.818 -1.005
C -0.023 -0.016 -0.325
C 0.073 -0.530 0.959
C 1.272 -1.341 0.864
N 1.730 -1.318 -0.397
N 1.008 -0.432 -1.057
H -1.172 2.437 -0.139
H -2.642 1.469 -0.186
H -0.838 -0.414 1.664
H 1.676 -2.018 1.578
H 1.377 -0.166 -1.980

---

B.
12
Properties=species:S:1:pos:R:3 method="wB97M-V/def2-TZVPD" smiles="C/N=C(/C#N)NO" mol_weight_g_mol=99.09 orbital_gap_ha=0.3329 total_charge=0 multiplicity=1
C -1.554 -0.846 -0.056
N -0.287 -1.285 0.003
C 0.594 -0.222 -0.125
C 2.056 -0.748 -0.059
N 3.032 -1.628 -0.045
N 0.314 0.975 0.048
O 1.385 1.808 -0.155
H -1.724 -0.661 1.058
H -1.931 0.154 -0.742
H -2.626 -1.334 -0.402
H -0.655 1.414 -0.217
H 1.398 2.373 0.692

---

Stability, descending: A, B